[1]
The ion C3H6N2O2 with charge +1 at a distorted geometry, computed with ωB97M-V with the def2-TZVPD basis set.

Summary:
**E_LUMO (alpha / beta)**: -4.729 / -10.110 eV
**2S+1**: 2
**HOMO level (alpha / beta)**: -15.030 / -14.898 eV
**ΔE to the lowest compared entry with this formula, charge and spin**: 1.869 eV
**Net charge**: +1
**Maximum force**: 0.081 Eh/bohr
**Orbital gap (alpha / beta)**: 10.300 / 4.788 eV

Each atom is followed by the atoms it is bonded to, with distances in Å.
Atoms and positions in Å:
1 O 0.46705 -1.46191 -1.02033  C2 1.207
2 C 0.21769 -0.65241 -0.16052  O1 1.207, N3 1.426, C6 1.526
3 N -1.10130 -0.73580 0.37455  C2 1.426, C4 1.401, H8 1.018
4 C -1.31149 -0.41408 1.72180  N3 1.401, O5 1.183, H9 1.115
5 O -2.23409 -0.77773 2.36661  C4 1.183
6 C 0.83586 0.74273 -0.18995  C2 1.526, N7 1.472, H10 1.092, H11 1.086
7 N 1.44505 0.87777 -1.52345  C6 1.472, H12 1.035, H13 1.035
8 H -1.67350 -1.39868 -0.14365  N3 1.018
9 H -0.53307 0.33715 1.98997  C4 1.115
10 H 0.00363 1.44386 -0.09493  C6 1.092
11 H 1.46383 0.99168 0.66040  C6 1.086
12 H 0.62177 1.08146 -2.11708  N7 1.035
13 H 1.79858 -0.03405 -1.86343  N7 1.035

[2]
The molecule C3H6N2O2S at a distorted geometry, computed with ωB97M-V with the def2-TZVPD basis set.

Summary:
**E_LUMO**: 0.675 eV
**HOMO level**: -8.779 eV
**ΔE to the lowest compared entry with this formula, charge and spin**: 4.791 eV
**Maximum force**: 0.099 Eh/bohr
**SMILES**: C/C(=N\O)O/C=N\S
**Orbital gap**: 9.454 eV

Each atom is followed by the atoms it is bonded to, with distances in Å.
Atoms and positions in Å:
1 C -1.79023 1.74440 0.14521  C2 1.614, H9 1.166, H10 1.178, H11 1.054
2 C -1.29052 0.23266 -0.11839  C1 1.614, N3 1.293, O5 1.385
3 N -2.02429 -0.83089 -0.16623  C2 1.293, O4 1.376
4 O -3.32744 -0.47799 0.10062  N3 1.376, H12 1.080
5 O 0.08161 0.06234 -0.19867  C2 1.385, C6 1.380
6 C 0.77399 -1.08573 0.13023  O5 1.380, N7 1.304, H13 1.128
7 N 2.07562 -1.06954 0.20560  C6 1.304, S8 1.769
8 S 2.78965 0.52427 -0.07798  N7 1.769, H14 1.392
9 H -2.46503 2.25240 -0.65932  C1 1.166
10 H -0.79563 2.31599 0.41393  C1 1.178
11 H -2.33867 1.69231 1.04321  C1 1.054
12 H -3.78406 -1.31782 -0.40108  O4 1.080
13 H 0.15226 -2.01514 0.27704  C6 1.128
14 H 4.04463 -0.03590 0.14044  S8 1.392

[3]
A cluster of 2 separate species, C3H6N2O2S in total at a distorted geometry, computed with ωB97M-V with the def2-TZVPD basis set.

Summary:
**E_LUMO**: -0.051 eV
**HOMO level**: -8.585 eV
**ΔE to the lowest compared entry with this formula, charge and spin**: 9.339 eV
**Maximum force**: 0.154 Eh/bohr
**Orbital gap**: 8.534 eV

Each atom is followed by the atoms it is bonded to, with distances in Å.
Atoms and positions in Å:
1 C -2.34365 0.08721 -0.33992  H4 1.207, H5 1.144, H6 1.229, N10 1.470
2 C -0.23995 1.09492 0.04521  H8 1.192, N10 1.372, N11 1.337
3 C 2.79467 -0.48379 0.60553  H9 1.106, O13 1.265, S14 1.777
4 H -2.40947 -0.71147 -1.24267  C1 1.207
5 H -3.16466 -0.21555 0.39626  C1 1.144
6 H -2.49296 1.26600 -0.65553  C1 1.229
7 H 0.64383 -1.38128 -0.01601  no bonds
8 H -0.80189 2.14527 0.08424  C2 1.192
9 H 2.94331 -1.37154 1.24836  C3 1.106
10 N -0.93761 -0.08652 0.05191  C1 1.470, C2 1.372, O12 1.353
11 N 1.09652 1.06717 0.06712  C2 1.337, O13 1.471
12 O -0.66048 -1.33299 -0.39660  N10 1.353
13 O 1.58291 -0.14693 0.73999  C3 1.265, N11 1.471
14 S 3.98944 0.06950 -0.58790  C3 1.777

[4]
The molecule C3H6N2O2S at a distorted geometry, computed with ωB97M-V with the def2-TZVPD basis set.

Summary:
**E_LUMO (alpha / beta)**: 0.568 / -2.990 eV
**2S+1**: 3
**HOMO level (alpha / beta)**: -5.712 / -9.236 eV
**ΔE to the lowest compared entry with this formula, charge and spin**: 5.089 eV
**Maximum force**: 0.220 Eh/bohr
**Orbital gap (alpha / beta)**: 6.280 / 6.246 eV

Each atom is followed by the atoms it is bonded to, with distances in Å.
Atoms and positions in Å:
1 C -0.85519 0.63533 -0.25138  C3 1.484, N4 1.274, N5 1.362
2 C 2.12299 -1.33248 0.79738  S8 1.638, H9 1.061, H10 1.084
3 C -2.33190 0.50931 -0.31660  C1 1.484, H11 1.103, H12 1.148, H13 1.056
4 N -0.27759 1.58610 0.36903  C1 1.274, O7 1.425
5 N -0.04088 -0.37888 -0.65641  C1 1.362, S8 1.664, H14 1.037
6 O 2.47421 0.11538 -1.27305  S8 1.456
7 O 1.07240 1.17801 0.57398  N4 1.425, S8 1.612
8 S 1.54139 -0.16147 -0.18969  C2 1.638, N5 1.664, O6 1.456, O7 1.612
9 H 3.15656 -1.09330 0.77650  C2 1.061
10 H 1.77356 -1.28951 1.82289  C2 1.084
11 H -2.88385 0.75610 -1.23929  C3 1.103
12 H -2.71386 1.28299 0.44117  C3 1.148
13 H -2.68547 -0.44984 -0.05257  C3 1.056
14 H -0.35237 -1.35774 -0.80194  N5 1.037

[5]
The molecule C3H6N2O3 at a distorted geometry, computed with ωB97M-V with the def2-TZVPD basis set.

Summary:
**E_LUMO**: 0.704 eV
**HOMO level**: -8.894 eV
**ΔE to the lowest compared entry with this formula, charge and spin**: 4.474 eV
**Maximum force**: 0.060 Eh/bohr
**SMILES**: C=C(ON)OC(N)=O
**Orbital gap**: 9.598 eV

Each atom is followed by the atoms it is bonded to, with distances in Å.
Atoms and positions in Å:
1 C -2.10943 -0.55287 0.76545  C2 1.330, H9 1.081, H10 1.081
2 C -1.02443 -0.13772 0.11805  C1 1.330, O3 1.481, O5 1.323
3 O 0.29211 -0.13544 0.79594  C2 1.481, N4 1.433
4 N 0.43628 0.98482 1.67720  O3 1.433, H11 1.021, H12 1.019
5 O -0.82637 0.27367 -1.12381  C2 1.323, C6 1.679
6 C 0.84679 0.40362 -1.17274  O5 1.679, N7 1.358, O8 1.199
7 N 1.35465 -0.79718 -1.55392  C6 1.358, H13 1.011, H14 1.011
8 O 1.32994 1.48402 -1.36313  C6 1.199
9 H -2.05021 -0.81827 1.81126  C1 1.081
10 H -3.04235 -0.63844 0.22543  C1 1.081
11 H 1.03020 1.66557 1.20059  N4 1.021
12 H 1.01062 0.61775 2.43407  N4 1.019
13 H 2.01037 -0.75117 -2.32150  N7 1.011
14 H 0.74184 -1.59835 -1.49288  N7 1.011

[6]
The molecule C3H6N2O3 at a distorted geometry, computed with ωB97M-V with the def2-TZVPD basis set.

Summary:
**E_LUMO**: 0.174 eV
**HOMO level**: -9.399 eV
**ΔE to the lowest compared entry with this formula, charge and spin**: 1.202 eV
**Maximum force**: 0.060 Eh/bohr
**SMILES**: [H]/N=C(/N)[C@@H](O)C(=O)O
**Orbital gap**: 9.573 eV

Each atom is followed by the atoms it is bonded to, with distances in Å.
Atoms and positions in Å:
1 H -1.54079 -1.70593 -0.72650  N2 1.026
2 N -2.04420 -0.81224 -0.72439  H1 1.026, C3 1.303
3 C -1.28333 0.01278 -0.06210  N2 1.303, N4 1.394, C5 1.504
4 N -1.71802 1.30022 0.24792  C3 1.394, H10 1.020, H11 1.023
5 C 0.03714 -0.36551 0.54945  C3 1.504, O6 1.408, C7 1.567, H12 1.114
6 O 0.34575 -1.72727 0.36948  C5 1.408, H13 0.981
7 C 1.20230 0.50084 -0.04043  C5 1.567, O8 1.195, O9 1.353
8 O 1.15595 1.69494 -0.04085  C7 1.195
9 O 2.22112 -0.27642 -0.47524  C7 1.353, H14 0.973
10 H -2.54935 1.62810 -0.24283  N4 1.020
11 H -0.90564 1.86731 0.50106  N4 1.023
12 H -0.07755 -0.21935 1.64791  C5 1.114
13 H -0.11069 -2.18027 1.11036  O6 0.981
14 H 2.00037 -1.22440 -0.46330  O9 0.973

[7]
A cluster of 2 separate species, C3H6N2O6 in total at a distorted geometry, computed with ωB97M-V with the def2-TZVPD basis set.

Summary:
**E_LUMO**: -1.344 eV
**HOMO level**: -9.828 eV
**ΔE to the lowest compared entry with this formula, charge and spin**: 0.158 eV
**Maximum force**: 0.097 Eh/bohr
**Orbital gap**: 8.485 eV

Each atom is followed by the atoms it is bonded to, with distances in Å.
Atoms and positions in Å:
1 C -0.46890 1.71421 0.27142  C3 1.511, H12 1.032, H13 1.166, H14 1.150
2 C 0.84130 -1.04207 0.35488  N4 1.449, O10 1.286, H15 1.085
3 C -0.44151 0.40861 -0.48824  C1 1.511, N5 1.446, O11 1.378
4 N 0.52237 -0.76523 1.74098  C2 1.449, O6 1.193, O7 1.254
5 N 0.30675 0.50439 -1.72163  C3 1.446, O8 1.212, O9 1.224
6 O 1.01151 0.17476 2.28997  N4 1.193
7 O -0.31309 -1.54443 2.25826  N4 1.254
8 O 1.17297 1.34777 -1.81049  N5 1.212
9 O 0.00705 -0.33457 -2.56061  N5 1.224
10 O 0.42728 -2.15730 -0.13382  C2 1.286, H16 0.923
11 O -1.56672 -0.35583 -0.70709  C3 1.378, H17 0.937
12 H 0.42117 1.98047 0.71983  C1 1.032
13 H -1.22083 1.56902 1.15023  C1 1.166
14 H -0.91981 2.48498 -0.45326  C1 1.150
15 H 1.83586 -0.65415 0.16329  C2 1.085
16 H -0.22553 -2.49948 0.42177  O10 0.923
17 H -1.38987 -0.83115 -1.49549  O11 0.937

[8]
The molecule C3H6N2OS at a distorted geometry, computed with ωB97M-V with the def2-TZVPD basis set.

Summary:
**E_LUMO**: 0.190 eV
**HOMO level**: -8.586 eV
**ΔE to the lowest compared entry with this formula, charge and spin**: 3.454 eV
**Maximum force**: 0.044 Eh/bohr
**SMILES**: CN(O)/C=N\C=S
**Orbital gap**: 8.776 eV

Each atom is followed by the atoms it is bonded to, with distances in Å.
Atoms and positions in Å:
1 C 2.70048 -0.33086 -0.35923  N2 1.470, H8 1.106, H9 1.125, H10 1.095
2 N 1.33178 -0.00320 0.06674  C1 1.470, O3 1.349, C4 1.331
3 O 0.76163 -0.96135 0.82551  N2 1.349, H11 0.985
4 C 0.65977 1.11223 -0.21058  N2 1.331, N5 1.291, H12 1.129
5 N -0.52147 1.47217 0.16500  C4 1.291, C6 1.322
6 C -1.60692 0.72866 0.29827  N5 1.322, S7 1.654, H13 1.092
7 S -1.89496 -0.75666 -0.36956  C6 1.654
8 H 2.65561 -1.32474 -0.84343  C1 1.106
9 H 3.38574 -0.49689 0.51755  C1 1.125
10 H 3.12793 0.53842 -0.86997  C1 1.095
11 H -0.08373 -1.15204 0.35655  O3 0.985
12 H 1.28995 1.78682 -0.85993  C4 1.129
13 H -2.34130 1.10289 1.01508  C6 1.092

[9]
The molecule C3H6N2OS at a distorted geometry, computed with ωB97M-V with the def2-TZVPD basis set.

Summary:
**E_LUMO**: 0.773 eV
**HOMO level**: -8.986 eV
**ΔE to the lowest compared entry with this formula, charge and spin**: 3.209 eV
**Maximum force**: 0.070 Eh/bohr
**SMILES**: SNC1=NCCO1
**Orbital gap**: 9.760 eV

Each atom is followed by the atoms it is bonded to, with distances in Å.
Atoms and positions in Å:
1 S 3.06285 0.17738 -0.30697  N2 1.732, H8 1.382
2 N 1.76166 -0.67432 0.45465  S1 1.732, C3 1.411, H9 1.079
3 C 0.48079 -0.26854 0.02412  N2 1.411, N4 1.344, O7 1.336
4 N -0.40903 -1.16688 -0.43020  C3 1.344, C5 1.522
5 C -1.70842 -0.49095 -0.01538  N4 1.522, C6 1.492, H10 1.245, H11 1.112
6 C -1.38006 0.95520 -0.17645  C5 1.492, O7 1.543, H12 1.154, H13 1.058
7 O 0.11957 1.00794 0.18116  C3 1.336, C6 1.543
8 H 3.77783 0.79678 0.70115  S1 1.382
9 H 1.74272 -1.65276 -0.00001  N2 1.079
10 H -1.69802 -0.96289 1.13667  C5 1.245
11 H -2.53145 -0.76434 -0.71132  C5 1.112
12 H -1.44626 1.30459 -1.27412  C6 1.154
13 H -1.77217 1.73880 0.41670  C6 1.058